# 1
# C30H55ClP2ReSi2Te

C30H55ClP2ReSi2Te as an isolated structure in a non-equilibrium geometry (ωB97M-V with the def2-TZVPD basis set, OMol25).

Each line ends with the Löwdin spin population.
Positions of all 92 atoms, in Å:
1 Re -0.006 -0.463 -0.321  1.96
2 C 0.977 -2.352 -0.024  0.06
3 C -0.395 -2.572 -0.364  0.07
4 C -0.560 -2.030 -1.700  0.06
5 Si -1.654 -3.351 0.811  0.02
6 C 0.663 -1.454 -2.116  0.07
7 C 1.640 -1.626 -1.059  0.08
8 Si 3.383 -0.942 -0.870  0.02
9 H 1.450 -2.681 0.894  0.00
10 H -1.471 -2.070 -2.283  0.01
11 H 0.845 -0.965 -3.066  0.01
12 Cl -2.172 3.033 -1.572  0.02
13 C 4.323 -1.784 0.511  0.00
14 C 4.310 -1.153 -2.478  0.01
15 C -0.821 -4.236 2.236  0.00
16 C -2.721 -4.573 -0.116  0.01
17 H 4.367 -2.230 -2.694  0.00
18 H 5.334 -0.775 -2.361  0.00
19 H 3.840 -0.654 -3.333  0.00
20 H 3.940 -1.474 1.492  0.00
21 H 5.380 -1.495 0.435  0.00
22 H 4.257 -2.875 0.427  0.00
23 H -2.057 -5.332 -0.553  0.00
24 H -3.313 -4.124 -0.920  0.00
25 H -3.399 -5.079 0.585  0.00
26 H 0.000 -4.877 1.892  0.00
27 H -1.557 -4.868 2.748  0.00
28 H -0.431 -3.502 2.953  0.00
29 C 3.195 0.876 -0.363  0.01
30 C -2.682 -1.937 1.551  0.01
31 P 1.642 1.559 -1.043  0.06
32 H 4.074 1.431 -0.718  0.00
33 H 3.169 0.958 0.737  0.00
34 P -2.731 -0.519 0.388  0.16
35 H -2.211 -1.605 2.490  0.00
36 H -3.684 -2.317 1.803  0.00
37 C -3.892 0.733 1.203  0.04
38 C -3.886 -1.217 -0.969  0.01
39 C 2.038 1.629 -2.911  0.00
40 C 1.669 3.385 -0.603  0.01
41 C 0.663 3.728 0.496  0.01
42 H 1.339 3.874 -1.541  0.00
43 C 3.059 3.912 -0.223  0.00
44 H 3.449 3.401 0.669  0.00
45 H 2.968 4.983 0.013  0.00
46 H 3.794 3.814 -1.034  0.00
47 H -0.366 3.536 0.171  0.00
48 H 0.743 4.799 0.736  0.00
49 H 0.859 3.156 1.416  0.01
50 H 2.201 0.573 -3.176  0.00
51 C 3.298 2.421 -3.252  0.00
52 C 0.841 2.144 -3.706  0.00
53 H 4.200 2.058 -2.746  0.00
54 H 3.177 3.489 -3.037  0.00
55 H 3.482 2.330 -4.333  0.00
56 H -0.061 1.552 -3.525  0.00
57 H 1.072 2.088 -4.778  0.00
58 H 0.618 3.191 -3.477  0.00
59 H -3.322 -2.076 -1.364  0.00
60 C -4.075 -0.206 -2.096  0.00
61 C -5.234 -1.708 -0.443  0.01
62 H -5.150 -2.487 0.323  0.00
63 H -5.798 -2.144 -1.281  0.00
64 H -5.837 -0.884 -0.044  0.00
65 H -3.120 0.110 -2.526  0.00
66 H -4.614 0.686 -1.760  0.00
67 H -4.671 -0.665 -2.896  0.00
68 C -3.163 1.988 1.685  0.00
69 C -4.718 0.148 2.353  0.01
70 H -4.570 1.024 0.377  0.00
71 H -4.065 -0.217 3.160  0.00
72 H -5.379 -0.671 2.037  0.00
73 H -5.354 0.946 2.765  0.00
74 H -2.455 1.759 2.493  0.00
75 H -3.909 2.698 2.073  0.00
76 H -2.630 2.485 0.866  0.00
77 C -2.899 3.570 -3.069  0.00
78 H -2.811 2.844 -3.873  0.00
79 H -3.950 3.765 -2.848  0.00
80 H -2.404 4.503 -3.344  0.00
81 Te 0.128 0.543 2.073  0.18
82 C 1.831 -0.221 3.237  0.03
83 C 2.044 -1.583 3.484  0.01
84 C 3.121 -1.979 4.303  0.00
85 C 3.970 -1.019 4.862  0.00
86 C 3.763 0.340 4.599  0.00
87 C 2.692 0.741 3.782  0.01
88 H 1.371 -2.325 3.058  0.00
89 H 3.292 -3.043 4.497  0.00
90 H 4.801 -1.328 5.505  0.00
91 H 4.424 1.087 5.032  0.00
92 H 2.501 1.796 3.583  0.00

Atoms 1-3, force components in eV/Å:
0.210 5.558 0.656
1.572 -0.865 0.115
-0.671 -1.172 -0.062

Calculated values
HOMO (alpha / beta): -3.7 / -6.2 eV
relative energy (zero: lowest compared OMol25 entry of this formula, charge and spin): 0.0000 eV
frontier orbital gap (alpha / beta): 4.17 / 6.12 eV
spin multiplicity: 4

---

# 2
# C30H55N3O15S5

A 5-piece molecular cluster, C30H55N3O15S5 overall in a non-equilibrium geometry (ωB97M-V with the def2-TZVPD basis set, OMol25).

Each line ends with the Mulliken charge.
Positions of all 108 atoms, in Å:
1 C 2.588 -0.073 0.385  -0.39
2 N 1.849 0.943 -0.511  0.08
3 C 2.816 1.340 -1.598  -0.41
4 C 1.573 2.106 0.465  -0.09
5 O 2.654 2.742 0.918  -0.60
6 C 0.019 2.369 0.884  -0.60
7 C -0.502 3.918 0.846  1.46
8 C -1.360 4.272 2.192  -0.72
9 C -2.989 4.424 1.976  -1.01
10 C -3.779 2.956 1.905  0.66
11 C -4.687 3.036 0.509  -0.73
12 C -5.880 1.865 0.492  0.07
13 N -6.693 2.063 -0.797  -0.68
14 O -1.550 3.822 -0.230  -0.53
15 C -1.601 5.058 -1.077  0.57
16 O -2.228 5.275 -2.236  -0.57
17 O -0.781 5.989 -0.233  -0.45
18 C 0.384 5.088 0.082  0.37
19 O 0.728 4.654 -1.311  -0.17
20 C 2.164 4.738 -1.575  0.41
21 N 3.374 5.190 -1.838  -0.47
22 S 1.499 6.245 1.010  1.29
23 C 1.778 7.759 -0.129  -0.86
24 O 0.911 6.870 2.304  -0.66
25 O 2.903 5.719 1.379  -0.58
26 H 2.332 0.145 1.530  0.19
27 H 2.283 -1.180 0.151  0.10
28 H 3.748 0.015 0.264  0.28
29 H 3.146 0.326 -2.136  -0.05
30 H 3.809 1.841 -1.236  0.31
31 H 2.256 1.956 -2.451  0.16
32 H -0.134 1.827 1.937  0.03
33 H -0.647 1.720 0.133  0.18
34 H -1.244 3.378 2.976  0.24
35 H -1.025 5.230 2.774  0.38
36 H -3.389 4.913 2.990  0.35
37 H -3.306 5.165 1.130  0.42
38 H -4.468 2.808 2.849  0.47
39 H -2.951 2.127 1.823  -0.66
40 H -5.145 4.121 0.332  0.21
41 H -3.928 2.740 -0.362  0.19
42 H -6.564 1.927 1.449  0.08
43 H -5.364 0.817 0.397  0.15
44 H -6.867 1.119 -1.254  0.28
45 H -6.017 2.590 -1.423  0.28
46 H 2.863 8.191 -0.048  0.33
47 H 1.466 7.464 -1.240  0.31
48 H 0.982 8.579 0.208  0.34
49 C -2.664 -2.756 3.103  -0.62
50 C -1.498 -2.575 4.075  -0.64
51 C -0.667 -1.393 3.579  -0.75
52 S -1.793 -0.326 2.693  1.44
53 O -1.413 -0.311 1.297  -0.67
54 O -1.996 0.891 3.455  -0.68
55 C -3.231 -1.363 2.876  -0.73
56 H -3.421 -3.439 3.499  0.39
57 H -2.295 -3.170 2.157  0.27
58 H -1.889 -2.357 5.076  0.28
59 H -0.890 -3.482 4.150  0.34
60 H -0.219 -0.840 4.408  0.38
61 H 0.112 -1.716 2.882  0.33
62 H -3.857 -1.294 1.984  0.30
63 H -3.785 -1.015 3.753  0.38
64 C 5.527 -4.354 -2.993  0.22
65 C 5.010 -3.546 -4.183  -0.71
66 C 3.957 -2.574 -3.654  -0.79
67 S 4.392 -2.242 -1.953  1.36
68 O 3.353 -2.777 -1.099  -0.72
69 O 4.863 -0.876 -1.840  -0.65
70 C 5.795 -3.340 -1.891  -0.82
71 H 6.429 -4.919 -3.247  -0.29
72 H 4.760 -5.067 -2.669  0.28
73 H 5.839 -2.985 -4.630  0.30
74 H 4.594 -4.194 -4.961  0.36
75 H 3.954 -1.638 -4.218  0.39
76 H 2.958 -3.020 -3.667  0.42
77 H 5.872 -3.791 -0.901  0.44
78 H 6.691 -2.750 -2.108  0.35
79 C 10.797 -7.911 -2.782  -0.59
80 C 11.263 -6.503 -3.149  -0.64
81 C 10.103 -5.806 -3.859  -0.66
82 S 8.609 -6.553 -3.224  1.21
83 O 7.956 -7.265 -4.303  -0.74
84 O 7.910 -5.591 -2.395  -0.72
85 C 9.415 -7.741 -2.169  -0.73
86 H 11.487 -8.399 -2.088  0.34
87 H 10.734 -8.527 -3.687  0.30
88 H 11.520 -5.953 -2.235  0.30
89 H 12.156 -6.524 -3.781  0.32
90 H 10.090 -4.733 -3.650  0.34
91 H 10.134 -5.976 -4.939  0.40
92 H 8.840 -8.668 -2.143  0.40
93 H 9.479 -7.309 -1.166  0.35
94 C -11.171 -0.319 1.112  -0.59
95 C -11.232 1.136 0.651  -0.60
96 C -11.003 2.017 1.878  -0.61
97 S -10.003 1.055 3.003  1.06
98 O -10.785 0.771 4.188  -0.68
99 O -8.674 1.629 3.070  -0.60
100 C -9.941 -0.418 2.002  -0.61
101 H -11.112 -1.011 0.267  0.33
102 H -12.072 -0.563 1.687  0.30
103 H -10.441 1.319 -0.087  0.29
104 H -12.188 1.369 0.171  0.31
105 H -10.475 2.938 1.620  0.35
106 H -11.945 2.255 2.381  0.35
107 H -9.943 -1.304 2.640  0.40
108 H -9.022 -0.382 1.410  0.28

Atoms 1-3, force components in eV/Å:
0.120 -0.749 1.266
0.763 0.988 1.925
0.197 -0.739 -1.892

Calculated values
HOMO: -8.6 eV
relative energy (zero: lowest compared OMol25 entry of this formula, charge and spin): 11.7261 eV
SMILES: CN(C)C(=O)C[C@]1(CCCCCN)OC(=O)O[C@@]1(OC#N)S(C)(=O)=O.O=S1(=O)CCCC1.O=S1(=O)CCCC1.O=S1(=O)CCCC1.O=S1(=O)CCCC1
frontier orbital gap: 8.78 eV

---

# 3
# C30H56N8O11S

A 8-piece molecular cluster, C30H56N8O11S overall in a non-equilibrium geometry (ωB97M-V with the def2-TZVPD basis set, OMol25).

Each line ends with the Mulliken charge.
Positions of all 106 atoms, in Å:
1 O -3.800 3.125 -5.435  -0.54
2 C -3.301 2.171 -4.921  -0.01
3 C -3.741 1.386 -3.738  0.55
4 C -4.457 1.765 -2.616  -0.72
5 C -4.680 0.789 -1.660  -0.66
6 C -4.214 -0.524 -1.833  -0.64
7 C -3.533 -0.901 -2.981  -0.56
8 C -3.298 0.080 -3.924  0.95
9 C -2.600 0.037 -5.237  -0.19
10 O -2.507 -0.849 -6.023  -0.50
11 N -2.154 1.438 -5.496  -0.01
12 C -0.923 1.781 -4.804  -0.72
13 S 0.329 0.515 -4.890  0.96
14 O 0.114 -0.445 -3.836  -0.49
15 O 0.485 0.020 -6.226  -0.55
16 H -4.826 2.774 -2.482  0.72
17 H -5.215 1.045 -0.755  0.53
18 H -4.384 -1.258 -1.056  0.41
19 H -3.168 -1.908 -3.130  0.52
20 H -0.461 2.653 -5.275  0.47
21 H -1.057 1.993 -3.735  0.38
22 H 1.449 1.204 -4.561  0.14
23 C 0.841 -1.371 -0.503  0.29
24 O 0.595 -0.561 0.372  -0.63
25 N 1.912 -2.186 -0.492  0.11
26 C 2.177 -3.139 -1.552  -0.92
27 C 2.834 -2.093 0.629  -0.93
28 H 0.200 -1.499 -1.390  0.13
29 H 2.208 -4.152 -1.146  0.39
30 H 3.139 -2.919 -2.017  0.27
31 H 1.394 -3.083 -2.307  0.32
32 H 2.319 -2.307 1.566  0.27
33 H 3.249 -1.088 0.701  0.31
34 H 3.640 -2.809 0.485  0.39
35 C 4.397 -2.462 -4.580  0.41
36 O 5.389 -2.928 -4.050  -0.65
37 N 4.191 -2.413 -5.909  0.20
38 C 2.981 -1.839 -6.469  -0.44
39 C 5.230 -2.915 -6.788  -1.13
40 H 3.573 -2.018 -3.997  0.09
41 H 2.439 -2.577 -7.061  0.38
42 H 3.227 -0.984 -7.101  0.19
43 H 2.341 -1.502 -5.660  -0.14
44 H 5.460 -3.966 -6.613  0.31
45 H 6.136 -2.339 -6.594  0.34
46 H 4.915 -2.780 -7.820  0.38
47 C 3.902 2.086 -6.316  0.08
48 O 3.442 2.727 -5.389  -0.64
49 N 5.124 1.519 -6.325  0.15
50 C 5.583 0.727 -7.449  -0.76
51 C 5.984 1.689 -5.166  -0.98
52 H 3.331 1.891 -7.240  0.35
53 H 5.777 -0.286 -7.097  0.10
54 H 6.493 1.142 -7.888  0.39
55 H 4.806 0.697 -8.211  0.32
56 H 5.503 1.292 -4.272  0.29
57 H 6.188 2.746 -4.995  0.32
58 H 6.919 1.161 -5.336  0.40
59 C 1.538 -0.073 5.168  0.12
60 O 2.482 0.444 4.592  -0.66
61 N 0.287 -0.143 4.696  0.24
62 C -0.782 -0.764 5.459  -0.86
63 C -0.004 0.424 3.386  -0.86
64 H 1.646 -0.537 6.164  0.31
65 H -1.206 -1.602 4.910  0.41
66 H -1.567 -0.029 5.655  0.33
67 H -0.399 -1.128 6.405  0.13
68 H 0.601 -0.054 2.618  0.21
69 H 0.227 1.490 3.383  0.29
70 H -1.057 0.277 3.160  0.37
71 C 1.622 0.872 9.288  0.13
72 O 0.445 1.112 9.098  -0.62
73 N 2.611 1.780 9.211  0.13
74 C 3.998 1.434 9.438  -0.92
75 C 2.262 3.151 8.878  -0.94
76 H 1.982 -0.142 9.537  0.29
77 H 4.406 2.006 10.274  0.34
78 H 4.595 1.640 8.548  0.34
79 H 4.075 0.374 9.670  0.30
80 H 1.575 3.560 9.619  0.30
81 H 1.772 3.192 7.905  0.28
82 H 3.168 3.752 8.852  0.38
83 C -0.970 -4.456 7.233  0.11
84 O -1.205 -3.487 6.537  -0.57
85 N -1.349 -4.571 8.519  0.12
86 C -1.047 -5.743 9.312  -0.92
87 C -2.086 -3.471 9.121  -0.88
88 H -0.412 -5.333 6.861  0.26
89 H -1.965 -6.218 9.664  0.33
90 H -0.439 -5.476 10.179  0.34
91 H -0.494 -6.460 8.708  0.29
92 H -3.014 -3.292 8.576  0.28
93 H -1.498 -2.554 9.090  0.25
94 H -2.315 -3.720 10.154  0.37
95 C -7.177 4.731 -1.605  0.10
96 O -6.291 3.902 -1.494  -0.58
97 N -8.177 4.643 -2.497  0.10
98 C -9.215 5.649 -2.598  -0.93
99 C -8.206 3.495 -3.389  -0.85
100 H -7.226 5.633 -0.975  0.24
101 H -10.196 5.208 -2.411  0.34
102 H -9.217 6.099 -3.592  0.34
103 H -9.038 6.431 -1.862  0.29
104 H -8.268 2.569 -2.816  0.27
105 H -7.297 3.458 -3.991  0.26
106 H -9.070 3.574 -4.043  0.37

Atoms 1-3, force components in eV/Å:
0.295 0.131 0.274
0.130 0.156 -0.023
0.012 -0.193 -0.025

Calculated values
HOMO: -8.3 eV
relative energy (zero: lowest compared OMol25 entry of this formula, charge and spin): 0.0000 eV
SMILES: O=C1c2ccccc2C(=O)N1C[SH](=O)=O.CN(C)C=O.CN(C)C=O.CN(C)C=O.CN(C)C=O.CN(C)C=O.CN(C)C=O.CN(C)C=O
frontier orbital gap: 8.32 eV

---

> Number 1 is which compound?

C30H55ClP2ReSi2Te

---

> relative energy (zero: lowest compared OMol25 entry of this formula, charge and spin) of number 1 (C30H55ClP2ReSi2Te)?

0.0000 eV